The following is a DFT calculation (ωB97M-V with the def2-TZVPD basis set) of the molecule C3H7F2N in a non-equilibrium geometry.

Last columns: bonded neighbours and bond lengths (Å).
Geometry (Å):
1 C -0.612 2.151 -1.518  N2 1.469, H7 1.089, H8 1.119, H9 1.126
2 N -0.697 0.772 -1.017  C1 1.469, C3 1.462, H10 1.039
3 C 0.157 0.548 0.149  N2 1.462, C4 1.552, H11 1.115, H12 1.085
4 C -0.033 -0.877 0.737  C3 1.552, F5 1.376, F6 1.362, H13 1.091
5 F 0.451 -1.780 -0.182  C4 1.376
6 F 0.771 -0.999 1.829  C4 1.362
7 H -1.286 2.302 -2.360  C1 1.089
8 H 0.455 2.258 -1.839  C1 1.119
9 H -0.921 2.882 -0.720  C1 1.126
10 H -1.699 0.593 -0.813  N2 1.039
11 H 1.249 0.524 -0.070  C3 1.115
12 H 0.082 1.276 0.950  C3 1.085
13 H -1.068 -1.157 0.938  C4 1.091

As for the strongest force on any atom: 1.62 eV/A. Its HOMO energy is -9.33 eV. As for the LUMO energy: 1.037 eV. As for the frontier orbital gap: 10.4 eV. The energy above the lowest of the compared OMol25 structures with the same formula, charge and spin comes out at 85.3 kJ/mol. Its SMILES is CNCC(F)F.

From a natural (NBO) analysis of the wavefunction, the atomic charges in e read: atom 1 (C): -0.412, atom 2 (N): -0.617, atom 3 (C): -0.285, atom 4 (C): 0.571, atom 5 (F): -0.351, atom 6 (F): -0.344, atom 7 (H): 0.205, atom 8 (H): 0.200, atom 9 (H): 0.165, atom 10 (H): 0.351, atom 11 (H): 0.210, atom 12 (H): 0.178, atom 13 (H): 0.128